Molecular formula: C27H22N4O2S
Method: DFT, the ωB97M-V functional and the def2-TZVPD basis

As for the orbital gap: 8.0 eV. Its net charge is 0. For the HOMO energy, the calculation gives -7.94 eV. Its spin multiplicity is 1.

```
56
Properties=species:S:1:pos:R:3:forces:R:3:nbo_charge:R:1
O -0.789304 -2.676250 2.357776 -0.02 -0.10 0.09 -0.6200
C -1.124187 -1.569246 1.974151 -0.19 0.07 0.05 0.6585
N -1.824338 -1.356468 0.841240 -0.43 0.09 -0.04 -0.6169
C -2.239172 -2.415793 -0.046033 -0.03 -0.23 0.06 -0.1217
C -2.428499 -1.853279 -1.469988 -0.16 -0.03 0.22 -0.4200
C -3.377356 -0.701335 -1.453691 -0.21 -0.18 -0.12 -0.1283
C -4.741710 -0.744812 -1.452160 0.31 -0.23 -0.06 -0.0084
N -5.253781 0.519394 -1.346713 -0.40 0.11 0.01 -0.5151
C -4.225379 1.412903 -1.271636 0.50 0.12 0.05 0.1164
C -4.232602 2.796569 -1.146360 -0.08 0.08 0.01 -0.2331
C -3.014658 3.438909 -1.094661 -0.13 0.08 0.01 -0.2159
C -1.813227 2.728807 -1.177658 0.22 0.02 -0.02 -0.2257
C -1.797357 1.358976 -1.303908 -0.04 0.03 -0.04 -0.2314
C -3.016456 0.678771 -1.339125 -0.41 0.23 -0.06 -0.0485
C -1.245796 -3.572371 -0.093034 -0.24 0.17 -0.03 0.6986
O -1.593753 -4.729873 -0.076129 -0.08 -0.05 -0.02 -0.5862
N 0.068206 -3.250634 -0.285520 0.89 -0.97 -0.21 -0.4397
N 0.546512 -2.002462 -0.304896 0.30 0.63 -0.20 -0.2212
C 1.808261 -1.817446 -0.301303 -0.32 -0.95 -0.08 0.0177
C 2.360383 -0.479033 -0.268301 -0.06 0.93 0.16 0.0041
C 1.546224 0.558928 0.142624 0.21 -0.50 -0.13 -0.2267
C 2.021469 1.865186 0.254187 0.25 0.27 -0.06 -0.1533
C 3.327481 2.144132 -0.043052 -0.22 0.03 0.05 -0.1952
C 4.198587 1.124123 -0.478148 -0.11 -0.20 0.00 -0.0594
C 5.542222 1.411465 -0.799729 0.22 -0.08 -0.08 -0.1781
C 6.385709 0.431966 -1.240166 0.01 0.31 0.07 -0.2137
C 5.914105 -0.880021 -1.383664 -0.21 -0.25 0.01 -0.2236
C 4.617707 -1.190863 -1.076852 0.24 -0.19 -0.08 -0.1401
C 3.721095 -0.210168 -0.604155 -0.12 0.30 0.07 -0.0780
C -0.767069 -0.348079 2.717154 0.08 0.60 0.29 -0.3099
C 0.089786 -0.286243 3.780119 -0.24 -0.24 -0.36 -0.1949
C 0.267429 1.021374 4.271872 -0.01 0.22 0.02 -0.2575
C -0.458546 1.939718 3.581694 -0.20 -0.05 -0.29 -0.3936
S -1.374524 1.230204 2.316694 0.30 -0.24 0.44 0.4358
H -2.057700 -0.417708 0.551073 0.08 -0.07 0.08 0.4172
H -3.190084 -2.845143 0.303001 0.26 -0.04 -0.13 0.2214
H -2.806197 -2.654526 -2.106737 0.09 -0.02 0.01 0.2354
H -1.459085 -1.525396 -1.847172 -0.01 -0.07 -0.06 0.2327
H -5.391333 -1.595784 -1.525799 -0.13 -0.15 -0.01 0.2146
H -6.231986 0.751748 -1.334562 0.11 -0.03 0.00 0.4148
H -5.160703 3.346488 -1.093968 -0.07 0.09 0.01 0.2140
H -2.984459 4.513766 -0.995821 -0.02 0.09 0.00 0.2133
H -0.880425 3.272042 -1.147972 0.10 0.04 0.00 0.2124
H -0.864069 0.822006 -1.383900 0.14 -0.08 0.00 0.2239
H 0.720196 -4.039772 -0.237451 -0.28 0.23 0.02 0.3765
H 2.494519 -2.669757 -0.287694 -0.08 -0.01 0.01 0.1587
H 0.525956 0.331207 0.401217 -0.09 0.01 0.06 0.2275
H 1.352168 2.644534 0.587883 -0.05 0.08 0.05 0.2069
H 3.713331 3.149346 0.048849 0.03 0.10 0.01 0.2096
H 5.889600 2.429384 -0.693577 0.04 0.09 0.01 0.2106
H 7.412646 0.659728 -1.484677 0.07 0.05 -0.01 0.2150
H 6.583246 -1.648190 -1.742774 0.02 -0.08 -0.03 0.2138
H 4.279832 -2.206657 -1.210269 -0.01 -0.09 -0.02 0.1974
H 0.569444 -1.161186 4.179116 0.06 -0.20 0.03 0.2446
H 0.905524 1.268168 5.101229 0.10 0.07 0.13 0.2280
H -0.517906 2.998638 3.739370 0.01 0.22 0.08 0.2372
```
Forces are in eV/Å.

Molecular formula: C27H22N4O8Ti
Method: DFT, the ωB97M-V functional and the def2-TZVPD basis

As for the orbital gap (spin up / spin down): 5.6 / 7.0 eV. Its net charge is -1. The calculation puts the energy above the lowest of the compared OMol25 structures with the same formula, charge and spin at 19.7 kcal/mol. The expectation value of S² is 0.78. For the HOMO energy (spin up / spin down), the calculation gives -4.20 / -5.61 eV. Its spin multiplicity is 2.

```
62
Properties=species:S:1:pos:R:3:forces:R:3:nbo_charge:R:1
Ti -0.333002 -0.419660 -0.007314 -0.24 1.91 -0.45 1.5727
C 1.883666 1.885326 -1.615046 -0.03 0.07 -0.02 -0.2579
O 1.660550 0.941689 -0.560760 0.31 -0.12 0.04 -0.5096
C 2.659608 0.757292 0.338619 -0.26 0.02 -0.17 0.3771
C 3.718732 1.626490 0.536696 0.14 0.05 0.09 -0.3132
C 4.645898 1.341427 1.532639 -0.08 -0.02 -0.06 -0.1850
C 4.509647 0.201121 2.309817 0.00 -0.04 0.03 -0.2448
C 3.456190 -0.674513 2.089772 -0.01 0.02 -0.01 -0.1835
C 2.527333 -0.408402 1.093093 0.21 0.08 0.07 0.0398
N 1.413033 -1.234079 0.782772 0.51 -1.52 1.04 -0.2884
N 1.482331 -2.373421 1.408433 -0.02 0.95 -0.75 -0.1742
C 0.544369 -3.342052 1.208543 0.02 -0.18 0.15 0.0445
C -0.536750 -3.269303 0.325857 -0.03 0.98 -0.57 0.3645
O -0.791314 -2.181050 -0.381233 -0.19 -1.99 0.53 -0.6927
C -1.401189 -4.381352 0.161974 -0.16 -0.31 -0.06 -0.2444
C -1.217223 -5.528699 0.861713 0.09 0.17 -0.01 -0.1529
C -0.135650 -5.652586 1.783764 0.05 -0.02 0.04 -0.1164
C 0.070456 -6.840325 2.518418 -0.04 0.03 -0.04 -0.1734
C 1.111332 -6.952353 3.398679 0.03 -0.02 0.03 -0.2399
C 1.989277 -5.867570 3.575910 -0.03 -0.03 -0.01 -0.2139
C 1.811122 -4.704435 2.874372 -0.04 -0.02 -0.02 -0.2038
C 0.745274 -4.565286 1.958110 0.09 0.08 0.05 0.0650
H 2.815868 1.636249 -2.124943 0.02 0.02 0.01 0.1764
H 1.043646 1.785108 -2.289340 -0.01 -0.03 0.01 0.2536
H 1.905532 2.900692 -1.219700 0.00 0.00 -0.01 0.1970
H 3.816470 2.522223 -0.059002 -0.04 -0.01 -0.01 0.2286
H 5.469977 2.022642 1.701787 0.00 0.00 0.00 0.2061
H 5.225918 -0.010092 3.093196 -0.01 0.00 0.00 0.2084
H 3.330973 -1.566004 2.684294 0.03 0.01 0.03 0.2352
H -2.213634 -4.274651 -0.546036 0.02 0.03 0.02 0.2208
H -1.892229 -6.366296 0.730361 0.00 -0.01 0.00 0.2054
H -0.617177 -7.665639 2.370405 0.00 0.00 0.00 0.2007
H 1.257678 -7.869027 3.956280 0.01 0.01 0.00 0.2045
H 2.811152 -5.950687 4.276413 0.00 0.00 0.00 0.2054
H 2.480088 -3.868836 3.013648 0.01 0.00 0.01 0.2254
O -0.499976 4.088291 -1.559733 0.04 0.05 -0.02 -0.7254
C -1.067213 3.259657 -0.836939 -0.08 -0.10 -0.05 0.7401
O -2.171772 2.682943 -0.985936 0.07 0.03 0.02 -0.7653
C -0.358292 2.936655 0.489899 -0.03 -0.02 0.00 0.1419
C 0.273345 3.961190 1.185197 0.03 0.05 0.06 -0.2368
C 0.769449 3.726419 2.457205 -0.01 -0.02 -0.03 -0.1639
C 0.590786 2.475103 3.023853 0.03 0.04 0.04 -0.2318
C -0.019287 1.504292 2.255885 -0.04 -0.25 0.09 0.0953
N -0.438886 1.702825 1.004673 0.01 0.35 0.03 -0.4631
C -0.344326 0.124398 2.809002 -0.23 -0.16 -0.36 0.7663
O -0.103551 -0.144819 3.967917 0.06 -0.04 0.20 -0.6338
O -0.924158 -0.633730 1.929384 0.17 -0.04 0.63 -0.7654
H 0.346000 4.927093 0.705730 0.00 0.00 -0.02 0.2408
H 1.265990 4.515460 3.008784 -0.01 0.01 0.00 0.2084
H 0.900336 2.222033 4.027711 0.00 0.01 0.00 0.2414
N -2.457382 0.009257 -0.186780 -0.39 0.02 -0.16 -0.8513
C -3.170978 -0.570595 -1.335530 0.09 0.01 0.06 -0.2022
C -2.636636 -0.000906 -2.645920 -0.01 0.01 0.04 -0.5384
C -1.151705 -0.235237 -2.856767 0.06 0.24 0.58 0.8176
O -0.716017 -0.692789 -3.888958 0.12 -0.06 -0.19 -0.6290
O -0.381724 0.141759 -1.846731 -0.12 -0.22 -0.85 -0.7840
H -2.876117 -0.271559 0.692400 -0.04 0.04 0.01 0.3934
H -2.476763 1.042322 -0.271639 0.01 -0.06 0.03 0.4540
H -4.242160 -0.360893 -1.262056 -0.03 -0.01 -0.06 0.1793
H -3.034445 -1.653488 -1.315343 -0.02 0.00 0.02 0.1938
H -2.791213 1.081579 -2.643378 0.02 0.01 -0.02 0.2642
H -3.166056 -0.441997 -3.488922 -0.03 0.02 0.00 0.2170
```
Forces are in eV/Å.

Molecular formula: C27H23AgN3O2S5
Method: DFT, the ωB97M-V functional and the def2-TZVPD basis

As for the orbital gap: 4.9 eV. Its net charge is -1. The calculation puts the energy above the lowest of the compared OMol25 structures with the same formula, charge and spin at 33.4 kcal/mol. For the HOMO energy, the calculation gives -3.13 eV. Its spin multiplicity is 1.

```
61
Properties=species:S:1:pos:R:3:forces:R:3:nbo_charge:R:1
Ag 1.465634 -0.123417 0.810823 0.52 0.28 0.63 0.7777
S 1.500524 -0.174039 3.309908 -0.24 -0.03 0.09 -0.5129
C 3.211718 -0.393794 3.547923 0.07 0.01 0.02 -0.1690
C 3.615807 -0.681869 4.857788 0.18 -0.02 0.02 -0.1700
C 4.939733 -0.899226 5.217107 -0.03 0.09 -0.43 -0.2074
C 5.276630 -1.181287 6.570297 0.05 -0.07 0.40 0.3231
N 5.533406 -1.402491 7.672059 -0.02 0.01 -0.07 -0.3843
C 5.931777 -0.831590 4.218974 -0.43 0.06 -0.04 -0.2022
C 5.550444 -0.536773 2.916975 0.02 -0.02 0.18 -0.1299
C 4.221182 -0.303854 2.537106 0.04 0.02 0.04 -0.1883
S 3.964583 0.083288 0.859447 -0.01 -0.03 -0.16 -0.5049
C 7.300496 -1.075366 4.523515 0.38 -0.08 0.05 0.3070
N 8.410960 -1.283157 4.751915 -0.06 0.04 -0.01 -0.3777
H 2.850113 -0.737178 5.619662 0.01 -0.01 0.02 0.2202
H 6.310301 -0.478773 2.149559 0.02 -0.01 0.00 0.2143
O 1.052066 0.081893 -1.505229 -0.22 0.15 -0.36 -0.9902
S 1.154938 0.257077 -2.972471 -0.24 -0.33 -0.34 1.2786
C 0.486220 -1.289984 -3.741342 -0.04 0.33 0.04 -0.5928
C -1.012093 -1.522072 -3.591279 0.00 -0.01 0.17 -0.4127
C -1.477039 -1.675463 -2.135232 0.03 -0.03 -0.14 -0.4489
C -1.234250 -3.061304 -1.560187 -0.06 0.13 0.39 -0.5914
S -1.092655 -3.010569 0.283106 -0.35 -0.04 -0.44 1.2771
O 0.026097 -2.086421 0.558410 -0.02 -0.27 -0.06 -0.9732
C -2.601148 -2.059114 0.579943 0.10 -0.14 0.05 -0.1666
C -3.852545 -2.646536 0.465000 0.03 -0.01 -0.06 -0.2547
C -4.981708 -1.889117 0.736341 -0.04 -0.01 -0.01 -0.2127
C -4.852497 -0.562702 1.129573 0.03 0.05 0.01 -0.2145
C -3.593162 0.009854 1.253267 -0.11 -0.03 -0.01 -0.1935
C -2.459834 -0.743334 0.983966 0.17 0.06 0.01 -0.2499
C -0.194659 1.352979 -3.457105 0.11 0.09 0.02 -0.1749
C -1.173109 1.656333 -2.523376 0.12 -0.06 0.09 -0.2501
C -2.179042 2.548670 -2.856684 -0.04 0.11 -0.08 -0.1917
C -2.205320 3.128150 -4.119407 0.00 -0.05 0.08 -0.2102
C -1.220044 2.818542 -5.048358 -0.10 0.03 -0.09 -0.2107
C -0.202979 1.937362 -4.717238 0.07 -0.12 0.09 -0.2508
H 1.077511 -2.075261 -3.266746 0.09 0.04 0.00 0.2389
H 0.775172 -1.222279 -4.793445 0.02 -0.05 0.01 0.2227
H -1.285538 -2.414570 -4.164253 0.01 0.02 -0.04 0.2064
H -1.542716 -0.681416 -4.042435 -0.02 -0.08 -0.06 0.2189
H -2.541567 -1.445750 -2.071041 0.00 0.03 0.00 0.2142
H -0.939910 -0.955833 -1.516978 -0.05 -0.02 0.03 0.2526
H -0.268096 -3.469480 -1.863269 0.01 -0.06 0.04 0.2276
H -2.019765 -3.776644 -1.814630 0.03 -0.02 -0.02 0.2147
H -3.946045 -3.684111 0.162779 -0.01 0.00 0.03 0.2127
H -5.964886 -2.334434 0.649918 0.01 -0.01 0.00 0.2112
H -5.737071 0.020587 1.352563 0.00 0.00 -0.01 0.2108
H -3.487947 1.041223 1.565917 0.01 0.00 0.01 0.2202
H -1.461383 -0.329043 1.092220 0.01 -0.02 0.01 0.2621
H -1.122323 1.199587 -1.542435 0.03 0.09 0.05 0.2571
H -2.932992 2.807869 -2.124482 -0.01 -0.04 0.00 0.2199
H -2.989964 3.829645 -4.372294 0.01 0.00 -0.03 0.2136
H -1.244733 3.269759 -6.032301 0.03 0.02 0.02 0.2142
H 0.583882 1.710225 -5.427985 0.00 0.02 0.00 0.2178
S -0.571209 4.621064 0.739658 0.08 -0.26 0.04 0.3682
C -1.214516 3.665887 2.017116 0.02 0.13 -0.11 -0.4634
C -0.647824 2.431990 2.001723 -0.08 0.11 0.10 -0.0495
N 0.254409 2.222934 0.995315 0.03 -0.17 -0.25 -0.4327
C 0.406981 3.272983 0.264961 -0.18 0.36 0.07 -0.1254
H -1.938499 4.074924 2.702644 0.03 -0.06 0.04 0.2381
H -0.808952 1.644734 2.725545 0.00 0.00 -0.02 0.2418
H 1.097452 3.350709 -0.562831 -0.03 -0.10 -0.02 0.2251
```
Forces are in eV/Å.

Molecular formula: C27H23F8IrN4O4PS
Method: DFT, the ωB97M-V functional and the def2-TZVPD basis

As for the orbital gap (spin up / spin down): 3.3 / 3.2 eV. Its net charge is 0. The calculation puts the energy above the lowest of the compared OMol25 structures with the same formula, charge and spin at 29.2 kcal/mol. The expectation value of S² is 0.77. For the HOMO energy (spin up / spin down), the calculation gives -7.07 / -6.96 eV. Its spin multiplicity is 2.

```
69
Properties=species:S:1:pos:R:3:forces:R:3:nbo_charge:R:1
Ir -0.001188 -0.764314 0.210333 0.30 -0.33 0.10 0.7744
F -1.235373 1.296583 -0.220969 -0.13 0.41 -0.12 -0.6224
P -2.424130 2.355627 0.364489 -0.02 -0.79 0.18 2.6158
F -1.265923 3.505839 0.346299 0.14 0.30 -0.10 -0.6116
F -2.806370 2.695454 -1.139371 -0.01 0.14 -0.06 -0.5699
F -3.445862 1.137777 0.418087 0.07 0.25 -0.01 -0.5642
F -3.475804 3.375884 0.970985 0.08 0.03 -0.05 -0.5667
F -1.897640 1.952898 1.881093 -0.06 0.14 -0.04 -0.5896
F 1.994504 -3.290240 2.003041 -0.21 -0.08 -0.23 -0.3000
C 1.027311 -3.627608 1.137861 0.14 0.11 -0.14 0.2643
C 1.063484 -3.209565 -0.144858 0.17 -0.50 0.32 -0.0550
N 0.107412 -3.621605 -1.057113 0.04 0.08 0.06 -0.4413
C 0.237783 -3.233970 -2.449716 -0.10 0.03 -0.02 -0.3431
C 0.205506 -1.733445 -2.761514 0.14 0.09 0.70 0.7896
O 0.112829 -1.406948 -3.913395 0.05 0.11 -0.62 -0.6001
O 0.353272 -0.863075 -1.781879 -0.15 0.00 -0.87 -0.8629
C -0.972609 -4.404030 -0.677219 0.09 0.10 0.23 0.8057
O -1.824837 -4.778711 -1.441637 -0.18 -0.10 -0.20 -0.6045
N -0.991543 -4.750574 0.666215 -0.03 -0.12 -0.03 -0.6349
C -0.061997 -4.461411 1.650553 0.17 0.20 -0.05 0.6149
O -0.146058 -4.869894 2.783095 -0.03 -0.09 0.03 -0.5635
H 1.938191 -2.709992 -0.542922 -0.12 0.04 0.00 0.2470
H -0.565607 -3.712207 -3.005844 0.03 0.05 0.07 0.2832
H 1.184739 -3.613522 -2.842194 0.00 0.02 -0.04 0.2198
H -1.796672 -5.296200 0.949895 0.07 0.09 -0.01 0.4406
C 4.064001 1.193623 1.385139 -0.03 -0.01 0.07 -0.4103
N 2.836674 1.935389 1.620806 0.23 0.06 -0.10 -0.3398
C 2.739400 3.307633 1.622095 -0.04 0.37 -0.05 -0.0938
C 1.435404 3.616017 1.824976 0.14 0.08 -0.11 -0.0314
N 0.768808 2.432735 1.958483 0.11 0.09 -0.19 -0.4984
C 1.618302 1.410839 1.825149 -0.51 -1.01 0.37 0.2659
S 1.236310 -0.271664 2.036692 0.28 0.48 0.56 -0.0953
H 4.845233 1.569057 2.042456 0.01 -0.01 -0.01 0.2204
H 4.364636 1.315810 0.345626 0.07 -0.01 -0.02 0.2018
H 3.884123 0.142397 1.595054 -0.05 0.02 -0.02 0.2576
H 3.593169 3.935548 1.448163 0.06 0.05 0.07 0.2324
H 0.928666 4.560961 1.861320 -0.02 0.07 0.04 0.2489
H -0.242510 2.309931 2.053976 -0.14 -0.06 0.02 0.4880
C -4.849023 -2.621077 -1.187952 -0.01 -0.01 0.01 -0.2077
C -3.839109 -1.793844 -1.717625 0.05 -0.01 0.08 -0.1921
C -2.777427 -1.417686 -0.945226 -0.09 -0.04 -0.07 -0.2251
C -2.655184 -1.855993 0.401367 -0.02 -0.01 0.13 -0.0371
C -1.528718 -1.543585 1.237841 0.26 0.45 0.04 -0.1246
C -1.533971 -1.909135 2.561389 -0.17 -0.06 -0.19 -0.2840
C -2.608832 -2.649916 3.097041 0.03 -0.05 -0.01 -0.1885
C -3.649909 -3.032683 2.305092 0.02 -0.01 0.01 -0.2182
C -3.699662 -2.646851 0.942231 0.00 0.01 -0.02 -0.0748
C -4.784680 -3.023304 0.113112 -0.01 0.00 -0.02 -0.1793
H -5.682041 -2.917258 -1.810788 -0.03 -0.02 -0.01 0.2109
H -3.913382 -1.435661 -2.735038 0.00 0.01 -0.04 0.2145
H -2.058513 -0.729723 -1.372066 -0.01 -0.05 0.03 0.2169
H -0.705660 -1.663442 3.209305 0.04 0.02 0.02 0.2188
H -2.576302 -2.938792 4.138882 -0.02 -0.03 0.03 0.2150
H -4.460399 -3.626306 2.707715 -0.05 -0.02 0.02 0.2092
H -5.570262 -3.635078 0.539524 -0.02 -0.02 0.01 0.2057
F 4.426755 6.763070 -1.819397 -0.48 -0.84 0.02 -0.2931
C 3.749484 5.597324 -1.793932 0.14 0.70 0.00 0.4924
C 2.388397 5.621084 -1.528120 -0.24 0.06 0.02 -0.3064
C 1.700109 4.428589 -1.494289 -0.15 0.13 0.21 -0.0546
C 2.359595 3.192554 -1.727627 -0.30 -0.54 0.09 -0.2114
C 1.658400 1.981550 -1.650338 0.43 0.81 -0.08 -0.0574
C 3.746615 3.231694 -2.022389 0.36 0.11 -0.04 -0.0780
C 4.440769 4.423733 -2.046406 0.15 -0.55 -0.09 -0.3070
H 1.896901 6.569167 -1.359023 -0.02 -0.02 0.01 0.2559
H 0.637639 4.415170 -1.287475 -0.07 0.01 0.05 0.2607
H 2.126861 1.042145 -1.895019 0.02 -0.20 0.01 0.2251
H 0.617840 1.971104 -1.376288 -0.40 -0.11 0.00 0.2595
H 4.260877 2.303108 -2.237291 0.03 0.01 0.00 0.2309
H 5.497198 4.469013 -2.270459 0.00 -0.03 0.00 0.2523
```
Forces are in eV/Å.